# C35H36EuN3O2S4

A structure of composition C35H36EuN3O2S4 in a non-equilibrium geometry (ωB97M-V with the def2-TZVPD basis set, the OMol25 dataset).

Max |F| (eV Å⁻¹): 2.8
E (a.u.): -3972.98941
Expectation value of S²: 15.760
Multiplicity: 8
Charge: +1
HOMO energy (spin up / spin down) (Eh): -0.342 / -0.344

Positions of all 81 atoms, in Å:
1 Eu 0.5255 -1.9845 0.4790
2 C 4.8180 0.6682 -0.3520
3 O 4.1140 0.2847 -1.5530
4 C 3.0470 -0.3694 -1.2235
5 N 2.7736 -0.5863 0.0288
6 C 3.9842 0.0038 0.7762
7 C 3.5890 0.8979 1.9472
8 C 3.6196 0.4418 3.2359
9 C 3.1461 1.2093 4.2799
10 C 2.5640 2.4631 4.0431
11 C 2.6512 2.9981 2.7864
12 C 3.1659 2.2258 1.7261
13 C 2.2000 -0.8572 -2.3144
14 C 2.4178 -0.3865 -3.6073
15 C 1.5215 -0.9232 -4.5847
16 C 0.5519 -1.8222 -4.2174
17 C 0.4366 -2.1747 -2.8793
18 N 1.2382 -1.7192 -1.9750
19 C -0.6979 -3.0203 -2.4182
20 N -0.8621 -3.3218 -1.1838
21 C -2.1043 -4.0475 -1.1069
22 C -2.4054 -4.3863 -2.5853
23 O -1.5458 -3.4614 -3.3383
24 C -3.1299 -3.1572 -0.4188
25 C -2.9507 -2.9638 0.9322
26 C -3.6778 -1.9599 1.5954
27 C -4.5668 -1.1284 0.8891
28 C -4.7884 -1.3528 -0.4705
29 C -4.0470 -2.3464 -1.1469
30 H 4.7600 1.7619 -0.3284
31 H 5.8880 0.3463 -0.5349
32 H 4.5867 -0.8149 1.2270
33 H 4.0561 -0.5664 3.5464
34 H 3.2382 0.8948 5.2640
35 H 2.3056 3.1913 4.8372
36 H 2.1853 3.9222 2.5502
37 H 3.2259 2.6621 0.7728
38 H 3.2749 0.2645 -3.8476
39 H 1.5513 -0.4163 -5.5743
40 H -0.1479 -2.2552 -4.9356
41 H -1.9288 -4.9493 -0.5259
42 H -3.4182 -4.1646 -2.9540
43 H -2.1797 -5.4127 -2.8425
44 H -2.2474 -3.6143 1.4871
45 H -3.5799 -1.8159 2.6862
46 H -5.0336 -0.3510 1.4513
47 H -5.5399 -0.7696 -0.9613
48 H -4.2060 -2.5103 -2.1916
49 C -2.4522 2.4965 -1.9591
50 C -2.4080 1.3344 -0.9001
51 S -0.7863 0.7349 -0.5189
52 C -0.1725 2.1719 0.3988
53 C 0.4110 3.2704 -0.4795
54 S 1.8448 2.8040 -1.5677
55 C 1.1784 3.2931 -3.2106
56 C -0.2604 3.5987 -3.4560
57 S -1.4587 2.2147 -3.4821
58 H -2.1258 3.3968 -1.4538
59 H -3.4401 2.5513 -2.3228
60 H -3.0239 0.4822 -1.1911
61 H -2.8339 1.6702 0.0737
62 H 0.6085 1.7844 1.0497
63 H -1.0154 2.5120 1.0255
64 H 0.8424 4.0575 0.1503
65 H -0.2784 3.8042 -1.1131
66 H 1.4094 2.5071 -3.8834
67 H 1.8386 4.1336 -3.4539
68 H -0.3455 4.0427 -4.4023
69 H -0.7163 4.3411 -2.8003
70 S 1.3253 -3.1291 3.0168
71 C 0.2041 -1.8719 3.4739
72 C -0.8778 -2.2709 4.3188
73 C -1.8497 -1.3987 4.6808
74 C -1.8093 -0.0267 4.3417
75 C -0.7659 0.4173 3.5222
76 C 0.1600 -0.5055 3.0498
77 H -0.8529 -3.2639 4.7160
78 H -2.5961 -1.7760 5.3874
79 H -2.6009 0.6274 4.6576
80 H -0.5793 1.4818 3.3658
81 H 1.0483 -0.1119 2.4959